# 1
DFT (ωB97M-V with the def2-TZVPD basis set) results for 3 unconnected molecules or ions with the total composition C29H56N2O8P2Si in a non-equilibrium geometry.

ORCA input file:
```
! RIJCOSX wB97M-V def2-TZVPD def2/J DEFGRID3
* xyz 2 1
C 6.119 -2.800 1.718
C 7.483 -1.870 1.865
C 8.591 -2.376 0.763
C 7.158 -0.239 1.781
N 5.721 0.063 1.372
C 4.714 0.314 2.489
C 3.139 0.605 2.099
C 2.632 0.630 0.514
C 1.031 0.881 0.269
C 0.347 2.097 -0.591
C -1.322 2.171 -0.667
N -2.246 1.170 -0.009
Si -4.051 1.166 -0.095
C -4.540 -0.617 -0.752
C -4.771 1.239 1.729
C -4.811 2.601 -1.130
C -1.616 0.032 0.819
C -0.002 -0.199 1.004
C 3.770 0.362 -0.635
C 5.336 0.084 -0.122
H 5.288 -2.425 2.455
H 5.653 -2.772 0.628
H 6.311 -3.940 1.997
H 7.926 -2.113 2.939
H 8.583 -1.769 -0.246
H 8.356 -3.519 0.553
H 9.713 -2.331 1.163
H 7.367 0.194 2.854
H 7.917 0.224 1.012
H 4.977 0.321 3.641
H 2.342 0.773 2.940
H 1.048 2.873 -1.130
H -1.775 3.064 -1.276
H -5.702 -0.589 -0.947
H -4.310 -1.339 0.169
H -3.917 -0.942 -1.691
H -4.448 0.281 2.320
H -4.390 2.196 2.287
H -5.952 1.240 1.594
H -5.076 3.530 -0.431
H -4.195 2.910 -2.080
H -5.870 2.210 -1.516
H -2.330 -0.737 1.366
H 0.403 -1.101 1.662
H 3.482 0.345 -1.769
H 6.219 -0.145 -0.891
O 8.492 -3.463 -3.442
P 7.710 -4.701 -3.944
O 8.328 -4.643 -5.479
C 9.629 -5.153 -5.699
C 9.637 -6.667 -5.649
O 6.340 -3.805 -4.272
C 6.023 -2.664 -3.481
C 6.470 -1.395 -4.187
O 6.836 -6.085 -4.504
C 5.517 -6.312 -4.029
C 4.497 -5.911 -5.086
H 10.328 -4.729 -4.972
H 9.942 -4.822 -6.694
H 9.412 -7.022 -4.638
H 10.616 -7.061 -5.940
H 8.873 -7.083 -6.313
H 6.455 -2.744 -2.477
H 4.937 -2.642 -3.352
H 7.518 -1.440 -4.491
H 6.332 -0.522 -3.543
H 5.888 -1.249 -5.102
H 5.347 -5.789 -3.083
H 5.421 -7.385 -3.836
H 4.496 -4.829 -5.278
H 3.486 -6.191 -4.777
H 4.722 -6.387 -6.046
O -8.031 3.221 3.768
P -9.309 3.807 3.120
O -8.604 5.246 2.701
C -7.787 5.282 1.547
C -8.622 5.211 0.284
O -9.913 4.329 4.587
C -9.628 3.602 5.778
C -8.483 4.258 6.532
O -10.737 4.462 2.396
C -12.003 4.166 2.967
C -12.514 5.356 3.769
H -7.051 4.473 1.580
H -7.240 6.230 1.568
H -9.110 4.236 0.197
H -7.999 5.363 -0.602
H -9.413 5.968 0.298
H -9.420 2.549 5.562
H -10.528 3.621 6.401
H -7.610 4.418 5.897
H -8.183 3.650 7.390
H -8.787 5.245 6.894
H -11.955 3.258 3.576
H -12.696 3.974 2.142
H -11.898 5.561 4.655
H -13.538 5.183 4.113
H -12.490 6.271 3.167
*
```

The highest occupied orbital energy comes out at -12.6 eV. The lowest unoccupied orbital energy comes out at -0.2902 Eh.

=====

# 2
DFT (ωB97M-V with the def2-TZVPD basis set) results for a molecular structure, C29H57Cl3N2O3PRuSi in a non-equilibrium geometry.

ORCA input file:
```
! RIJCOSX wB97M-V def2-TZVPD def2/J DEFGRID3
* xyz 0 6
C 3.383 -2.470 -3.263
C 2.892 -1.647 -4.411
H 2.765 -3.375 -3.136
H 3.357 -1.868 -2.347
H 4.419 -2.812 -3.445
C 2.636 -2.248 -5.593
C 2.642 -3.712 -5.860
H 2.465 -1.642 -6.482
H 2.000 -4.271 -5.181
H 3.635 -4.161 -5.832
H 2.259 -3.924 -6.855
Ru 1.890 1.119 -1.528
Cl 1.765 -0.675 -0.193
Cl 2.202 3.254 -2.253
C 0.601 3.043 0.434
O 0.447 1.909 -0.076
N -0.230 4.084 0.273
C -1.634 3.831 0.001
C 0.292 5.422 0.069
H 1.505 3.295 1.008
H -2.036 3.233 0.824
H -1.724 3.304 -0.957
H -2.142 4.800 -0.029
H 0.934 5.724 0.901
H -0.541 6.125 0.005
H 0.860 5.504 -0.862
H 0.403 -4.970 2.531
H -1.433 -3.463 -0.657
C -0.569 -5.021 2.034
C -1.846 -3.735 0.331
N -0.789 -3.767 1.344
H -1.356 -5.234 2.773
C -0.286 -2.609 1.834
O -0.758 -1.496 1.634
H -2.634 -3.022 0.619
H 0.622 -2.693 2.456
H -0.584 -5.825 1.295
H -2.249 -4.753 0.273
O 3.009 0.412 -2.925
C 2.973 -0.116 -4.253
C 1.065 0.245 -6.001
C 2.146 0.721 -5.247
H 0.702 -0.763 -5.824
C 0.464 1.036 -6.984
H 4.004 0.130 -4.489
C 2.594 2.023 -5.482
H -0.325 0.636 -7.607
C 0.937 2.315 -7.250
C 1.974 2.818 -6.450
H 3.437 2.405 -4.888
H 0.529 2.938 -8.053
H 2.370 3.823 -6.608
Si -1.199 -0.952 -2.938
Cl -0.630 -2.932 -3.026
C -2.093 -1.036 -4.610
C -0.476 0.902 -3.186
C -1.632 -0.450 -1.197
H -2.210 -0.062 -5.090
H -3.065 -1.458 -4.394
H -1.565 -1.701 -5.312
H -1.559 -1.252 -0.461
H -2.615 0.018 -1.204
H -0.933 0.325 -0.831
H -0.411 1.117 -4.242
H 0.424 1.395 -2.705
H -1.322 1.476 -2.810
C -2.096 2.460 3.855
C -0.833 2.044 4.623
C -0.836 2.507 6.079
P -0.438 0.242 4.372
C 0.930 -0.199 5.575
C 0.497 -0.522 7.004
C 1.759 -1.341 4.965
C -1.979 -0.727 4.862
C -2.704 -0.300 6.132
C -2.985 -0.786 3.706
H -3.019 2.115 4.340
H -2.091 2.092 2.821
H -2.148 3.556 3.803
H 0.030 2.525 4.123
H -1.617 2.022 6.684
H 0.138 2.343 6.558
H -1.027 3.590 6.092
H 1.575 0.698 5.573
H -0.159 -1.402 7.023
H 1.383 -0.763 7.609
H -0.004 0.314 7.508
H 2.077 -1.059 3.954
H 2.654 -1.510 5.577
H 1.201 -2.287 4.908
H -1.560 -1.743 5.005
H -3.208 0.670 6.026
H -3.485 -1.049 6.329
H -2.060 -0.284 7.014
H -2.494 -0.869 2.731
H -3.599 -1.686 3.839
H -3.656 0.083 3.697
*
```

The highest occupied orbital energy (spin up / spin down) comes out at -6.9 / -7.3 eV. Its expectation value of S² is 8.76. The lowest unoccupied orbital energy (spin up / spin down) comes out at 0.0199 / -0.0444 Eh.

=====

# 3
DFT (ωB97M-V with the def2-TZVPD basis set) results for a molecular structure, C29H57I3O8Si2.

ORCA input file:
```
! RIJCOSX wB97M-V def2-TZVPD def2/J DEFGRID3
* xyz 0 1
C 2.249 -0.749 0.709
C 1.902 -0.376 -0.706
I 3.598 -0.156 -1.932
C 0.668 -0.210 -1.198
I 0.319 0.245 -3.209
Si -0.882 -0.289 -0.182
C -2.059 -1.697 -0.638
C -2.554 -2.242 0.640
O -3.527 -1.929 1.228
I -1.172 -3.696 1.506
O -1.651 1.163 -0.365
Si -1.109 2.441 0.562
H 1.980 -1.791 0.885
H 1.716 -0.120 1.422
H 3.307 -0.617 0.900
H -0.536 -0.492 1.232
H -1.545 -2.473 -1.198
H -2.910 -1.295 -1.190
H -2.238 3.007 1.319
H -0.491 3.477 -0.287
H -0.089 1.951 1.510
C 2.011 -6.003 -1.920
C 2.963 -5.932 -0.728
C 3.410 -4.477 -0.778
O 2.306 -3.740 -1.307
C 1.340 -4.636 -1.861
H 1.298 -6.824 -1.866
H 2.578 -6.104 -2.848
H 2.419 -6.129 0.199
H 3.796 -6.630 -0.789
H 4.275 -4.344 -1.436
H 3.660 -4.075 0.205
H 0.462 -4.643 -1.204
H 1.029 -4.275 -2.843
C 3.690 1.884 -7.641
C 2.592 1.194 -6.830
C 3.395 0.164 -6.047
O 4.686 0.740 -5.830
C 4.840 1.905 -6.641
H 3.418 2.880 -7.988
H 3.953 1.279 -8.510
H 2.124 1.907 -6.148
H 1.811 0.744 -7.440
H 3.518 -0.764 -6.617
H 2.948 -0.074 -5.083
H 4.791 2.793 -6.001
H 5.821 1.876 -7.116
C -2.337 0.273 4.306
C -1.414 0.461 5.508
C -1.028 1.932 5.366
O -2.142 2.589 4.756
C -3.058 1.607 4.262
H -3.028 -0.561 4.393
H -1.747 0.140 3.392
H -1.972 0.304 6.434
H -0.551 -0.203 5.513
H -0.150 2.046 4.718
H -0.815 2.415 6.321
H -3.948 1.581 4.897
H -3.363 1.864 3.246
C 6.173 2.443 3.407
C 6.600 2.460 1.939
C 5.944 1.190 1.416
O 4.750 1.010 2.183
C 4.756 1.892 3.306
H 6.209 3.420 3.886
H 6.806 1.760 3.976
H 6.184 3.336 1.436
H 7.679 2.466 1.794
H 6.592 0.319 1.565
H 5.681 1.246 0.360
H 4.030 2.694 3.132
H 4.448 1.335 4.192
C -6.603 -2.905 4.621
C -6.559 -2.698 6.135
C -5.316 -1.830 6.288
O -5.231 -1.045 5.098
C -6.137 -1.547 4.112
H -7.588 -3.178 4.243
H -5.896 -3.682 4.325
H -7.445 -2.154 6.468
H -6.495 -3.625 6.703
H -4.413 -2.445 6.373
H -5.361 -1.162 7.149
H -6.976 -0.849 4.016
H -5.619 -1.601 3.155
C -3.327 3.771 -3.603
C -4.451 3.895 -4.632
C -3.681 3.775 -5.941
O -2.567 2.924 -5.673
C -2.423 2.737 -4.263
H -3.665 3.460 -2.616
H -2.802 4.723 -3.501
H -5.151 3.064 -4.526
H -5.013 4.825 -4.558
H -3.311 4.752 -6.273
H -4.272 3.339 -6.747
H -2.732 1.718 -4.007
H -1.375 2.856 -3.994
*
```

The highest occupied orbital energy comes out at -8.8 eV. The lowest unoccupied orbital energy comes out at 0.0094 Eh.

=====

# 4
DFT (ωB97M-V with the def2-TZVPD basis set) results for a molecular structure, C29H57Li2O10 in a non-equilibrium geometry.

ORCA input file:
```
! RIJCOSX wB97M-V def2-TZVPD def2/J DEFGRID3
* xyz 1 1
Li -1.029 -0.325 -4.370
Li -0.160 -2.694 -1.758
O -1.038 1.035 -0.397
C -0.633 -0.008 -1.096
O -0.458 -1.173 -0.608
O -0.547 0.048 -2.300
H -0.853 0.599 0.438
C 0.645 -5.675 1.371
C -0.648 -6.189 0.798
C -0.974 -5.284 -0.312
O -0.201 -4.069 -0.126
C 1.029 -4.468 0.493
H 1.429 -6.432 1.337
H 0.483 -5.264 2.367
H -1.454 -6.203 1.532
H -0.535 -7.192 0.388
H -2.028 -5.112 -0.530
H -0.441 -5.572 -1.218
H 1.417 -3.590 1.011
H 1.804 -4.692 -0.240
C 1.726 5.278 -3.033
C 1.708 4.153 -2.026
C 0.939 3.062 -2.751
O 0.906 3.501 -4.128
C 1.814 4.576 -4.415
H 2.594 5.923 -2.894
H 0.818 5.875 -2.938
H 1.223 4.342 -1.069
H 2.636 3.592 -1.913
H -0.085 2.993 -2.384
H 1.356 2.059 -2.668
H 1.511 5.219 -5.242
H 2.836 4.236 -4.584
C 3.939 -3.807 -1.986
C 4.104 -2.447 -1.381
C 2.730 -1.859 -1.313
O 1.919 -2.679 -2.047
C 2.706 -3.571 -2.830
H 3.908 -4.683 -1.338
H 4.862 -3.910 -2.557
H 4.656 -1.817 -2.079
H 4.650 -2.612 -0.453
H 2.745 -0.829 -1.668
H 2.332 -1.912 -0.300
H 2.972 -3.120 -3.786
H 2.243 -4.544 -2.997
C 4.088 1.722 0.635
C 2.658 1.245 0.688
C 1.945 2.372 1.459
O 2.907 2.676 2.513
C 4.229 2.335 2.038
H 4.175 2.522 -0.101
H 4.743 0.891 0.375
H 2.652 0.366 1.332
H 2.248 1.155 -0.318
H 0.974 2.137 1.897
H 1.967 3.264 0.833
H 4.554 1.611 2.785
H 4.914 3.180 2.108
C -1.494 -1.162 3.794
C -0.524 -1.049 4.967
C 0.827 -1.515 4.354
O 0.386 -2.501 3.401
C -0.946 -2.263 2.857
H -1.568 -0.188 3.310
H -2.511 -1.368 4.130
H -0.835 -1.791 5.703
H -0.519 -0.089 5.482
H 1.528 -1.833 5.126
H 1.357 -0.730 3.814
H -1.450 -3.220 2.985
H -0.673 -1.870 1.877
C -5.699 -0.500 -0.354
C -4.198 -0.347 -0.408
C -3.634 -1.665 -1.044
O -4.802 -2.526 -1.154
C -5.889 -2.086 -0.437
H -6.145 -0.111 -1.269
H -6.172 -0.071 0.529
H -3.755 -0.029 0.536
H -4.070 0.488 -1.097
H -2.902 -2.110 -0.370
H -3.181 -1.486 -2.019
H -5.839 -2.517 0.563
H -6.796 -2.442 -0.925
C -2.727 4.057 1.200
C -1.909 4.431 -0.073
C -2.461 5.763 -0.583
O -2.796 6.371 0.705
C -2.769 5.478 1.779
H -2.222 3.303 1.804
H -3.752 3.734 1.020
H -2.019 3.722 -0.893
H -0.832 4.586 -0.017
H -3.403 5.584 -1.102
H -1.757 6.408 -1.109
H -3.642 5.708 2.389
H -1.814 5.606 2.290
*
```

The highest occupied orbital energy comes out at -10.9 eV. The lowest unoccupied orbital energy comes out at -0.1575 Eh. Its energy above the lowest of the compared OMol25 structures with the same formula, charge and spin is 3.8681 eV.

=====

# 5
DFT (ωB97M-V with the def2-TZVPD basis set) results for 2 unconnected molecules or ions with the total composition C29H58BF5N4O7P in a non-equilibrium geometry.

ORCA input file:
```
! RIJCOSX wB97M-V def2-TZVPD def2/J DEFGRID3
* xyz 1 1
C -5.789 5.289 3.232
C -6.276 4.213 4.214
C -6.386 2.815 3.589
C -5.198 1.885 3.903
C -4.393 1.486 2.664
C -3.336 0.446 2.991
C -2.554 -0.061 1.790
C -1.532 -1.129 2.200
C -0.680 -1.517 0.994
C 0.566 -2.445 1.193
C 0.384 -3.099 2.577
C 1.380 -4.181 3.003
C 1.019 -5.606 2.923
O 1.051 -4.881 4.171
C 1.980 -1.745 1.170
C 2.175 -0.233 1.082
F 1.774 0.352 -0.056
F 3.537 -0.062 1.131
C 1.616 0.633 2.260
F 0.466 1.148 1.959
F 2.438 1.619 2.484
F 1.516 -0.073 3.363
C 2.947 -2.618 0.313
N 3.986 -3.165 1.157
P 3.854 -2.058 -1.217
O 4.176 -3.325 -1.886
O 2.989 -1.096 -2.126
O 5.125 -1.274 -0.707
N 2.077 -3.794 -0.158
O 2.503 -5.051 0.329
C 0.598 -3.408 -0.055
C -0.304 -4.645 0.054
C -1.523 -4.762 -0.850
C -2.789 -4.026 -0.513
N -1.408 -5.569 -1.820
B 0.419 -2.693 -1.516
O 0.616 -3.508 -2.605
O 0.205 -1.376 -1.619
C -0.631 -0.832 -2.669
C 0.191 -0.279 -3.812
H -6.161 6.270 3.520
H -6.148 5.083 2.226
H -4.703 5.350 3.206
H -7.250 4.517 4.591
H -5.588 4.194 5.058
H -6.477 2.896 2.507
H -7.293 2.345 3.964
H -5.554 0.960 4.357
H -4.510 2.351 4.607
H -5.063 1.126 1.882
H -3.900 2.387 2.287
H -2.652 0.819 3.756
H -3.844 -0.417 3.433
H -3.257 -0.523 1.091
H -2.061 0.754 1.258
H -2.118 -1.966 2.579
H -0.953 -0.711 3.019
H -1.359 -2.014 0.310
H -0.401 -0.605 0.486
H -0.575 -3.594 2.690
H 0.530 -2.331 3.332
H 2.436 -3.955 2.867
H -0.003 -5.892 2.721
H 1.834 -6.308 2.816
H 2.382 -1.930 2.166
H 4.639 -3.726 0.615
H 4.515 -2.403 1.568
H 3.321 -0.201 -2.274
H 5.078 -0.312 -0.773
H 2.330 -3.881 -1.153
H 2.405 -5.654 -0.424
H -0.659 -4.730 1.075
H 0.253 -5.556 -0.137
H -3.614 -4.462 -1.071
H -2.751 -2.972 -0.783
H -3.028 -4.108 0.546
H -2.271 -5.633 -2.359
H 1.236 -3.119 -3.236
H -1.352 -1.580 -2.991
H -1.173 -0.017 -2.197
H 1.066 -0.883 -4.038
H 0.528 0.730 -3.585
H -0.422 -0.219 -4.708
C 0.678 4.024 -1.964
C 2.144 3.934 -2.357
N 2.335 3.751 -3.782
C 3.683 3.350 -4.141
C 4.832 4.324 -3.857
C 1.719 4.760 -4.632
C 2.107 6.225 -4.403
H 0.124 3.173 -2.367
H 0.583 4.010 -0.877
H 0.204 4.939 -2.318
H 2.583 3.062 -1.857
H 2.673 4.813 -1.959
H 3.689 3.091 -5.203
H 3.894 2.411 -3.613
H 4.827 5.170 -4.541
H 5.787 3.811 -3.987
H 4.801 4.705 -2.836
H 0.635 4.675 -4.523
H 1.919 4.489 -5.670
H 2.070 6.499 -3.348
H 1.406 6.873 -4.931
H 3.102 6.455 -4.779
*
```

The highest occupied orbital energy comes out at -10.3 eV. The lowest unoccupied orbital energy comes out at -0.0995 Eh.

=====

Energy in eV, matching the order above: -76764.071; -97434.025; -87434.014; -51874.479; -74854.696